Entry 1:
# C13H4Cl8N2O

One molecule with the formula C13H4Cl8N2O in a non-equilibrium geometry (ωB97M-V/def2-TZVPD, the Open Molecules 2025 dataset).

## Properties
HOMO (eV): -9.83
Molecular weight (g mol⁻¹): 487.812
E_tot (Ha): -4363.96815
SMILES: O=C(N(Cl)c1c(Cl)cc(Cl)cc1Cl)N(Cl)c1c(Cl)cc(Cl)cc1Cl
Relative energy (zero: lowest compared OMol25 entry of this formula, charge and spin) (kcal/mol): 6.0

The geometry in ORCA input format:
```
! wB97M-V def2-TZVPD RIJCOSX def2/J DEFGRID3
* xyz 0 1
C -0.387 -0.477 0.319
O -0.832 -1.078 1.339
Cl 0.689 -7.098 -1.654
C -0.971 2.343 2.052
C -2.897 3.800 1.538
N 0.020 -1.240 -0.770
N -0.134 0.887 0.316
C -2.942 3.372 0.251
C 1.168 -4.778 -0.634
H -3.844 3.698 -0.305
C 1.166 -3.346 -0.345
Cl -2.480 -2.371 -2.012
Cl 0.219 1.680 3.115
C -1.085 1.850 0.775
Cl 0.426 -0.412 -2.346
Cl 1.386 1.520 -0.372
Cl 2.602 -2.576 0.390
Cl -2.261 1.791 -1.790
C -1.011 -3.262 -1.400
C -1.956 3.356 2.441
C 0.032 -2.587 -0.754
Cl -4.018 5.130 2.047
C 0.231 -5.286 -1.417
C -2.041 2.411 -0.126
C -0.925 -4.614 -1.728
H -2.019 3.862 3.411
H 2.038 -5.386 -0.353
H -1.722 -5.132 -2.295
*
```

natural (NBO) atomic charge list, values in e, 8 entries: 0.771 -0.583 -0.056 0.012 0.041 -0.417 -0.461 -0.275

=====

Entry 2:
# C29H45B2F18NO14

A 7-piece molecular cluster, C29H45B2F18NO14 overall in a non-equilibrium geometry (ωB97M-V/def2-TZVPD, the Open Molecules 2025 dataset).

## Properties
HOMO (eV): -8.90
Molecular weight (g mol⁻¹): 995.260
E_tot (Ha): -4087.45971
SMILES: CB(O)B(C)C[C@@H](O)CN.CCOC(=O)C(F)(F)F.CCOC(=O)C(F)(F)F.CCOC(=O)C(F)(F)F.CCOC(=O)C(F)(F)F.CCOC(=O)C(F)(F)F.CCOC(=O)C(F)(F)F
Relative energy (zero: lowest compared OMol25 entry of this formula, charge and spin) (kcal/mol): 65.7

The geometry in ORCA input format:
```
! wB97M-V def2-TZVPD RIJCOSX def2/J DEFGRID3
* xyz 0 1
C -7.178 1.280 -0.236
C -4.347 -2.906 -1.969
F 0.125 -1.044 -7.679
F -3.562 5.093 -6.184
H 4.969 -2.226 0.582
H -1.566 0.878 -5.415
C 0.446 -1.762 -6.572
H -1.672 -0.027 -7.767
O -3.143 -1.556 -3.957
O -2.020 2.832 -5.995
H 4.838 -1.211 2.863
H 1.593 1.608 2.638
O -5.894 1.697 -0.409
C -4.057 -2.311 -4.246
H -0.409 1.673 -6.476
F 9.274 -3.957 1.405
F -4.064 -1.695 -6.563
H 0.646 -1.643 5.897
C 5.025 1.845 4.448
N -4.223 -0.453 3.571
C 7.160 -3.690 2.486
H 5.511 1.705 8.824
F -3.007 4.813 -4.102
C -3.710 4.261 -5.123
O 2.614 -2.745 -6.032
B 0.344 0.598 4.255
C -3.253 2.837 -5.423
H 3.408 -2.210 2.511
C 4.488 -2.229 2.672
H -4.417 -0.737 -1.904
O -3.051 0.138 6.237
H 7.364 3.326 9.129
H 4.877 -3.845 1.266
H 4.395 -0.244 -8.129
H 2.312 1.767 4.344
H -1.743 -1.256 5.286
C 6.794 3.306 8.198
H -4.599 -1.523 -0.328
H -3.201 0.761 -7.356
F -0.265 -1.229 -5.547
F -0.044 -3.008 -6.770
H 4.022 0.707 -5.847
H -4.790 -3.742 -1.420
C -4.559 -2.576 -5.662
H -5.776 4.194 -1.359
H -5.937 -1.522 -1.502
H -4.818 0.288 3.163
H 2.393 -1.693 5.264
C 6.167 1.941 7.981
C -7.422 0.868 1.212
F 4.376 0.656 4.370
C 1.946 -1.756 -6.287
H 0.321 -2.210 2.337
H -0.635 1.008 6.343
F -5.910 -2.500 -5.757
O 6.629 -2.768 1.639
C 6.007 1.883 5.616
H 6.921 1.149 7.928
F -6.783 -0.287 1.523
O 0.771 -1.323 2.345
C -5.534 2.083 -1.746
C 3.842 -0.354 -6.045
H 0.813 2.881 3.860
H -5.759 3.759 -3.086
O -3.892 1.830 -5.162
O 6.505 -4.527 3.087
H -3.260 -3.001 -1.877
H -1.434 1.948 4.932
C -6.095 3.449 -2.095
C -4.851 -1.598 -1.387
F -8.733 0.668 1.486
F -5.016 4.322 -4.767
H 4.688 -2.807 3.579
C 8.678 -3.552 2.554
F 9.225 -4.287 3.551
O 7.223 1.851 5.510
H -2.042 1.605 -8.370
H 6.023 4.080 8.234
H 7.469 3.570 7.378
C -2.133 -0.178 5.148
O -4.751 -3.053 -3.341
C 5.202 -2.819 1.471
H -5.849 1.318 -2.463
C -2.777 -0.064 3.669
F 5.628 2.029 3.250
H -7.189 3.446 -2.088
C -1.478 1.533 -6.287
F -4.213 -3.812 -6.100
O -8.007 1.223 -1.130
H -2.201 -0.729 2.895
H -2.531 0.255 7.088
C -2.132 0.928 -7.515
H 4.540 -1.856 -7.449
O 2.439 -0.489 -6.328
F 4.066 2.800 4.543
C -0.927 0.945 5.222
O 5.344 1.931 6.803
H 1.113 -3.058 4.729
H -4.604 -0.835 4.454
H -2.664 1.028 3.312
H 4.104 -0.900 -5.133
C 4.683 -0.794 -7.229
H 5.744 -0.627 -7.034
F 9.074 -2.271 2.762
H -4.440 2.121 -1.777
C 1.305 -1.946 4.974
F -6.985 1.799 2.098
B 0.799 -0.921 3.761
C 1.311 1.846 3.736
*
```

Löwdin atomic charge list, values in e, 8 entries: -0.349 -0.197 0.131 0.154 0.128 0.116 -0.481 0.060

=====

Entry 3:
# C2H8NS

An isolated ion of composition C2H8NS and charge +1 in a non-equilibrium geometry (ωB97M-V/def2-TZVPD, the Open Molecules 2025 dataset).

## Properties
HOMO (eV): -13.25
Molecular weight (g mol⁻¹): 78.160
E_tot (Ha): -533.66010
SMILES: [NH3+]CCS
Relative energy (zero: lowest compared OMol25 entry of this formula, charge and spin) (kcal/mol): 12.5

The geometry in ORCA input format:
```
! wB97M-V def2-TZVPD RIJCOSX def2/J DEFGRID3
* xyz 1 1
H 2.227 0.465 1.963
H -0.224 -1.072 0.811
H 0.163 1.483 1.038
H 0.630 -1.051 -0.659
S -1.693 -0.455 -0.653
H 2.719 1.070 0.433
H 0.977 1.490 -0.498
C 0.733 0.864 0.359
H -1.534 -0.001 -1.896
N 2.118 0.436 0.952
H 2.283 -0.488 0.553
C 0.023 -0.397 -0.027
*
```

natural (NBO) atomic charge list, values in e, 8 entries: 0.459 0.251 0.253 0.225 0.057 0.451 0.228 -0.222

=====

Entry 4:
# C43H38AuN4S3

C43H38AuN4S3 as an isolated structure (ωB97M-V/def2-TZVPD, the Open Molecules 2025 dataset).

## Properties
HOMO (eV): -16.70
Molecular weight (g mol⁻¹): 903.973
E_tot (Ha): -3209.43522

The geometry in ORCA input format:
```
! wB97M-V def2-TZVPD RIJCOSX def2/J DEFGRID3
* xyz 3 1
H -3.434 -1.590 -2.534
C 1.071 2.163 4.951
H -3.652 -3.654 0.966
H -4.320 -0.267 4.584
C 2.513 -1.056 -1.767
H -4.215 0.805 -5.990
H 2.741 -3.105 -4.435
C 3.780 3.567 -2.246
C 4.040 -3.128 -2.722
C 3.216 2.543 -1.500
C 2.197 -1.610 -3.006
H 4.643 -3.944 -3.099
H 5.190 -2.917 -0.923
C -2.637 1.512 -4.722
C 0.758 1.286 3.927
H -0.048 -2.480 1.920
C 2.968 -2.657 -3.476
H -1.981 3.169 3.480
C 3.722 -2.551 2.831
C -3.936 -0.482 -4.301
H 3.110 2.259 1.661
C 2.107 3.077 4.791
H -1.124 1.978 -3.269
C -2.198 0.163 -2.808
C 4.349 -2.553 -1.498
C 1.604 -3.690 2.605
C -2.811 -3.380 0.341
H -0.234 -4.798 -1.353
H 3.838 -1.032 -0.069
C -2.600 -2.052 0.013
C 2.264 1.734 -2.104
N -0.409 -0.145 1.349
H 3.410 -4.625 3.279
C 3.404 3.755 -3.568
H -4.863 2.163 -0.245
H 0.523 2.125 5.884
C 2.459 2.923 -4.160
C 2.953 -3.707 2.931
C 1.487 1.348 2.741
H 0.161 -2.439 -1.955
C -4.887 0.694 2.768
H 3.512 2.383 -0.474
C -5.472 1.911 0.625
C -2.992 1.365 4.121
H 3.734 -0.464 2.339
C -1.519 -1.734 -0.800
S 1.614 0.354 -1.223
N -2.052 1.033 -0.471
H 3.852 4.553 -4.146
H -4.720 -1.166 -4.594
H -3.415 3.473 1.477
C -1.956 -4.365 -0.145
H 4.769 -2.569 3.106
H -2.429 2.379 -5.334
H 2.175 3.072 -5.193
C 1.791 -1.379 2.067
H -3.277 -1.286 0.369
H 2.353 3.757 5.596
H 3.653 3.816 3.499
C -3.538 2.585 2.090
H -6.152 2.751 0.799
H 1.367 -1.236 -3.593
H 1.012 -4.592 2.696
H -5.738 0.043 2.606
H -0.014 0.537 4.060
C -3.215 -0.723 -3.142
H 1.152 1.245 -3.893
C 3.590 -1.498 -1.012
S -1.307 -0.055 -1.307
C 2.539 2.238 2.578
C -4.622 1.714 1.834
H -2.133 -5.402 0.110
C -1.899 1.287 -3.574
N 0.170 0.206 -1.770
C 2.840 3.111 3.612
S 1.066 0.140 1.534
C -0.889 -4.028 -0.966
C 1.003 -2.515 2.175
N 1.928 0.631 0.270
H 4.518 4.214 -1.792
C 3.144 -1.373 2.396
C -2.745 2.430 3.263
Au -1.883 1.166 1.474
C -4.095 0.523 3.879
C -3.647 0.627 -5.086
C -0.664 -2.701 -1.306
H -6.076 1.033 0.406
H -2.376 1.214 4.998
C 1.882 1.898 -3.432
*
```

Löwdin atomic charge list, values in e, 8 entries: 0.116 -0.041 0.124 0.133 -0.311 0.128 0.128 -0.028

=====

Which value of E_tot does entry 1 give?
-4363.96815 Ha